A structure of composition C27H24BrFN6O3RuS at a distorted geometry. Source: the OMol25 dataset; level of theory: wB97M-V/def2-TZVPD.

```
64
Properties=species:S:1:pos:R:3:forces:R:3
Ru 0.77907 0.13415 1.67324 0.29 -0.10 -0.31
C -2.58343 -0.13718 4.32287 0.05 0.02 0.01
C -1.52468 0.27995 3.36093 -0.26 0.64 -0.12
N -0.48539 -0.44187 3.12686 0.24 -0.34 -0.09
N -0.30378 -1.59301 3.84804 0.08 0.09 -0.35
C 0.66528 -2.33829 3.34894 -0.21 -0.01 0.21
N 0.96201 -3.45641 4.02643 0.01 -0.08 -0.05
S 1.61105 -2.03050 1.90771 -0.05 0.05 -0.15
C -1.54110 1.57413 2.62067 0.03 -0.56 0.31
C -2.59110 2.47198 2.65598 -0.12 0.21 -0.05
C -2.50389 3.64225 1.91192 -0.10 -0.10 0.13
C -1.36780 3.89024 1.16470 0.12 0.03 -0.02
C -0.34654 2.95471 1.18403 0.01 0.08 0.12
N -0.43422 1.83197 1.89417 0.22 0.17 -0.37
H -2.82349 -1.18708 4.16519 0.00 -0.01 0.00
H -3.48517 0.45961 4.22514 0.00 -0.01 0.00
H -2.21362 -0.04947 5.34682 -0.01 0.00 0.00
H 0.40139 -3.71380 4.82090 -0.02 0.00 -0.02
H 1.61333 -4.11740 3.64364 0.02 0.01 0.03
H -3.47029 2.25913 3.24475 0.00 0.03 -0.01
H -3.31997 4.35243 1.92201 0.00 -0.01 0.00
H -1.26251 4.79341 0.58082 0.00 -0.02 0.00
H 0.57685 3.09313 0.63612 -0.02 -0.05 -0.07
C 0.82522 0.46227 -5.93805 0.01 0.02 0.01
C 0.70873 -0.91385 -5.29470 -0.02 0.04 -0.05
C -0.31904 -1.81624 -5.95846 -0.04 -0.01 0.06
C -1.71705 -1.23761 -5.79995 0.02 0.00 0.05
C -2.00874 -0.97445 -4.34539 0.02 -0.01 -0.03
C -3.29833 -0.96260 -3.87285 -0.01 0.01 -0.01
C -3.55415 -0.73862 -2.52028 -0.06 0.00 -0.04
F -4.83153 -0.73420 -2.11325 0.01 0.00 0.00
C -2.55699 -0.53701 -1.61644 0.07 0.01 0.05
C -1.22851 -0.54175 -2.07054 -0.03 0.04 0.08
C -0.14861 -0.31733 -1.12287 -0.06 -0.19 -0.24
O -0.46124 -0.17985 0.10109 -0.59 -0.16 0.27
C 1.15684 -0.29705 -1.64927 -0.02 -0.10 0.11
C 1.34976 -0.54505 -2.98586 0.02 -0.02 -0.04
N 0.36945 -0.76615 -3.85646 -0.05 -0.01 0.04
C -0.95543 -0.75488 -3.42829 0.10 -0.03 -0.10
C 2.35229 0.03380 -0.81333 -0.01 0.10 0.40
O 3.47450 -0.28609 -1.14439 -0.05 0.06 -0.19
O 2.06162 0.74682 0.23995 0.36 0.34 -0.26
H 1.01276 0.35875 -7.00713 0.00 0.00 0.01
H 1.65276 1.02289 -5.50218 -0.02 0.00 0.01
H -0.08584 1.04562 -5.80035 0.01 -0.01 -0.01
H 1.68041 -1.40619 -5.32269 0.01 -0.02 0.05
H -0.27842 -2.80362 -5.49242 0.02 -0.01 -0.03
H -0.06029 -1.93561 -7.00979 0.01 0.01 0.00
H -2.46330 -1.92249 -6.20110 -0.01 0.00 0.00
H -1.80789 -0.30768 -6.36681 -0.02 -0.01 -0.01
H -4.13009 -1.13375 -4.54488 0.00 -0.01 0.02
H -2.76522 -0.38207 -0.56818 -0.01 0.01 -0.01
H 2.36244 -0.56032 -3.37161 0.00 0.00 0.00
Br 5.34180 -0.04898 6.32622 0.07 -0.01 0.07
C 4.11890 0.31972 4.96162 -0.05 0.02 0.03
C 2.84241 0.76146 5.27580 0.08 0.10 0.00
C 1.96558 0.98269 4.23858 -0.03 0.23 -0.17
N 2.28232 0.78695 2.94590 0.08 -0.60 0.89
C 3.53652 0.38722 2.65967 -0.02 0.29 -0.03
C 4.48165 0.15518 3.63611 0.02 0.10 -0.09
H 2.53818 0.92978 6.29813 -0.01 -0.02 -0.01
H 0.96326 1.34044 4.43337 -0.02 -0.11 0.01
H 3.76771 0.26718 1.61073 -0.07 -0.09 -0.04
H 5.47354 -0.16940 3.35846 -0.01 0.00 0.00
```
Positions in Å, forces in eV/Å.

Calculated values
- Net charge: +1
- ⟨S²⟩: 0.7583
- LUMO (spin up / spin down): -0.11186 / -0.14011 Eh
- Spin multiplicity: 2
- Maximum force: 1.075 eV/A
- Energy relative to the best compared isomer or geometry (same formula, charge and spin): 0.0 kcal/mol
- Energy: -4764.4434 hartree



A structure of composition C27H24Cl2GeKN2O3S. Source: the OMol25 dataset; level of theory: wB97M-V/def2-TZVPD.

```
61
Properties=species:S:1:pos:R:3:forces:R:3
K 0.31499 1.47020 2.45973 0.00 0.08 -0.01
N 0.80501 3.92208 3.92200 -0.07 -0.09 0.05
C 1.75020 3.38330 4.91854 -0.16 -0.11 -0.02
C 1.15092 2.07616 5.47369 -0.01 0.11 -0.07
O 0.27274 2.22894 6.36956 0.04 -0.01 0.05
N 1.59139 0.99020 4.88108 -0.01 -0.06 0.03
C 1.06402 -0.27424 5.39161 0.12 0.00 0.02
C 0.63982 -1.25408 4.28239 -0.09 -0.02 -0.04
O 1.21319 -2.36258 4.21235 0.00 -0.01 0.06
O -0.29808 -0.87504 3.50522 0.11 0.18 -0.12
H 1.11759 4.79454 3.51631 0.01 0.00 0.00
H -0.08783 4.09126 4.37347 0.05 0.02 0.07
H 1.90445 4.05938 5.76893 0.05 0.03 -0.03
H 2.70111 3.18827 4.42211 -0.01 -0.03 -0.01
H 0.20382 -0.10887 6.05165 -0.03 -0.01 -0.03
H 1.84753 -0.78023 5.96613 -0.03 0.00 0.03
Cl 1.99933 1.99582 -0.40241 -0.02 0.01 -0.07
C 1.26583 2.94954 -1.67372 -0.02 -0.03 0.11
C 1.91286 2.92666 -2.89355 -0.03 0.03 -0.04
C 1.40290 3.65025 -3.96327 0.05 -0.01 0.00
C 0.23987 4.38102 -3.77243 -0.02 -0.01 0.04
C -0.39161 4.37628 -2.54220 -0.04 0.03 -0.03
Cl -1.86887 5.30162 -2.42848 0.02 -0.01 0.00
C 0.07145 3.66886 -1.40339 0.09 -0.07 -0.05
S -0.72048 3.67553 0.11202 -0.04 -0.03 0.03
H 2.81508 2.33825 -2.99646 0.00 0.00 0.00
H 1.90206 3.64274 -4.92371 0.00 0.00 0.00
H -0.19551 4.95419 -4.58072 0.00 0.00 0.00
C -2.76390 -1.68449 1.25076 0.00 -0.02 -0.02
Ge -1.22488 -1.05829 0.20640 -0.05 -0.03 0.07
C -1.81819 -0.13483 -1.41515 -0.02 -0.05 -0.03
C -0.89440 0.39638 -2.31729 0.05 -0.01 0.02
C -1.30200 1.16466 -3.39559 -0.03 0.01 -0.02
C -2.65311 1.42308 -3.59124 0.02 -0.01 0.02
C -3.58652 0.90385 -2.70526 0.01 0.01 -0.01
C -3.17063 0.13553 -1.62545 -0.03 0.02 -0.01
C -0.01705 -2.59641 -0.00908 0.06 0.07 0.09
C 0.61581 -2.92060 1.16808 0.03 -0.05 0.03
C 1.53061 -3.99375 1.24693 0.03 -0.01 -0.02
C 1.82152 -4.73241 0.13859 -0.01 0.01 0.00
C 1.19298 -4.44264 -1.09968 -0.04 0.03 0.00
C 1.46977 -5.20580 -2.26084 0.00 0.00 0.01
C 0.85196 -4.93833 -3.44952 0.01 -0.01 0.00
C -0.08489 -3.88689 -3.52899 -0.02 0.02 0.00
C -0.36992 -3.13119 -2.42551 -0.01 -0.01 -0.01
C 0.26030 -3.37267 -1.17766 0.01 0.02 -0.06
H -3.22892 -2.52333 0.72545 -0.04 0.00 0.03
H -3.50309 -0.90073 1.41273 0.02 0.03 -0.02
H -2.38636 -2.01488 2.21800 0.05 0.02 -0.01
H 0.16614 0.23063 -2.15937 0.01 -0.01 0.00
H -0.56123 1.59479 -4.05914 -0.01 -0.01 0.01
H -2.97159 2.04932 -4.41596 0.00 0.00 0.00
H -4.64096 1.11429 -2.84338 0.00 0.00 0.00
H -3.91216 -0.24411 -0.93104 0.01 -0.01 0.00
H 0.43570 -2.36336 2.08553 -0.05 0.02 -0.04
H 1.99090 -4.18255 2.20922 0.00 -0.02 -0.01
H 2.53286 -5.55151 0.17715 0.00 0.00 0.01
H 2.18883 -6.01478 -2.18189 0.00 0.00 -0.02
H 1.07723 -5.52971 -4.32942 0.00 -0.01 0.00
H -0.57992 -3.67402 -4.46903 0.00 0.00 0.00
H -1.08865 -2.32532 -2.49481 0.01 -0.01 -0.01
```
Positions in Å, forces in eV/Å.

Calculated values
- Net charge: -2
- ⟨S²⟩: 0.7543
- LUMO (spin up / spin down): 0.15536 / 0.14717 Eh
- Spin multiplicity: 2
- Maximum force: 0.240 eV/A
- Energy relative to the best compared isomer or geometry (same formula, charge and spin): 2.5 kcal/mol
- Energy: -5374.0473 hartree



A structure of composition C27H24Cl3N2O3Pt. Source: the OMol25 dataset; level of theory: wB97M-V/def2-TZVPD.

```
60
Properties=species:S:1:pos:R:3:forces:R:3
Pt 0.11579 0.66214 0.20457 0.24 0.03 -0.03
N 1.60371 0.86257 4.00996 0.10 0.03 0.00
C 1.36117 0.89352 2.70877 -0.18 -0.05 -0.06
O 0.22622 0.56095 2.28218 0.01 0.07 0.09
C 2.39847 1.34333 1.72945 0.05 0.02 0.06
C 2.15230 0.63774 0.39852 -0.12 -0.09 -0.01
H 0.86934 0.59610 4.64648 0.00 0.00 0.00
H 2.50370 1.11849 4.37637 -0.01 0.00 0.02
H 3.40917 1.19160 2.11711 0.00 -0.01 -0.03
H 2.24659 2.42118 1.61097 0.01 0.00 -0.02
H 2.43512 -0.41313 0.41856 0.06 0.02 0.00
H 2.62751 1.14948 -0.43497 0.01 0.01 0.02
Cl 0.64074 5.75208 -0.77857 0.00 -0.04 -0.04
C 0.56938 4.46755 -1.91169 0.00 -0.01 0.08
C 0.63731 4.68635 -3.24508 -0.01 -0.07 -0.06
C 0.56491 3.59042 -4.13791 0.01 0.06 -0.04
Cl 0.66402 3.93315 -5.80923 0.00 0.00 0.01
C 0.41603 2.23704 -3.71703 0.01 0.10 0.12
C 0.34957 1.13564 -4.56634 -0.01 -0.08 0.03
C 0.22856 -0.15764 -3.98749 0.02 0.01 -0.08
C 0.15698 -0.30960 -2.64613 -0.01 0.13 0.11
N 0.18369 0.78414 -1.79534 0.01 -0.13 0.00
C 0.33826 2.03243 -2.31396 0.01 -0.03 -0.06
C 0.42278 3.11079 -1.38760 0.00 0.06 0.02
O 0.36930 2.90595 -0.13007 -0.04 0.05 -0.02
H 0.74370 5.68620 -3.63965 0.00 0.00 -0.01
H 0.40324 1.26388 -5.63528 0.00 -0.01 -0.01
H 0.19732 -1.03658 -4.61512 0.00 0.01 -0.01
H 0.07808 -1.27199 -2.16344 0.00 -0.01 0.00
C -1.28559 -3.04142 1.13967 -0.04 -0.08 0.02
C 0.03371 -2.94680 0.44069 0.17 0.03 -0.04
O 0.55685 -1.85254 0.25386 -0.07 -0.09 -0.07
C 0.71508 -4.17549 -0.04120 -0.17 0.09 0.06
C 1.92515 -4.05621 -0.72335 0.06 -0.02 -0.04
C 2.57020 -5.18584 -1.19209 -0.04 -0.01 0.02
C 2.00786 -6.44046 -0.98284 0.03 -0.01 -0.02
C 0.80092 -6.56693 -0.31148 -0.02 0.07 0.02
C 0.15374 -5.43466 0.15954 0.04 -0.09 -0.03
H -1.55570 -2.06247 1.51732 -0.05 0.08 0.03
H -1.25008 -3.75513 1.96294 0.02 0.00 0.00
H -2.05239 -3.38856 0.44295 0.00 0.01 0.00
H 2.34673 -3.07278 -0.88177 -0.01 0.00 0.01
H 3.50762 -5.09402 -1.72305 0.01 0.00 0.00
H 2.51419 -7.32397 -1.34844 0.00 0.00 -0.01
H 0.36328 -7.54335 -0.15678 0.00 -0.01 0.01
H -0.78828 -5.54103 0.67954 -0.01 0.00 0.00
Cl -3.94437 -0.66222 1.96104 0.09 -0.02 -0.03
C -3.29827 0.90775 2.29108 -0.03 -0.02 -0.01
C -3.55554 1.46382 3.52504 0.02 0.01 -0.02
C -3.12566 2.75664 3.80180 -0.01 0.02 0.03
C -2.45699 3.50440 2.83170 -0.01 -0.04 -0.02
C -2.20337 2.95129 1.60116 -0.01 0.01 0.03
C -2.59504 1.62131 1.28380 0.12 -0.01 -0.08
C -2.26502 1.08128 0.01795 -0.42 0.03 0.03
H -4.11171 0.89682 4.25807 0.00 0.00 0.01
H -3.33707 3.18867 4.77069 0.00 0.00 0.01
H -2.14769 4.51840 3.04367 0.00 0.01 0.00
H -1.67239 3.51670 0.84846 0.01 0.01 -0.01
H -2.09077 1.78365 -0.78904 0.10 -0.01 0.03
H -2.67237 0.11935 -0.26895 0.06 -0.02 0.02
```
Positions in Å, forces in eV/Å.

Calculated values
- Net charge: +1
- ⟨S²⟩: 6.0772
- LUMO (spin up / spin down): -0.08979 / -0.18301 Eh
- Spin multiplicity: 5
- Maximum force: 0.425 eV/A
- Energy relative to the best compared isomer or geometry (same formula, charge and spin): 0.0 kcal/mol
- Energy: -2878.1180 hartree



A structure of composition C27H24CoF2NOTe. Source: the OMol25 dataset; level of theory: wB97M-V/def2-TZVPD.

```
57
Properties=species:S:1:pos:R:3:forces:R:3
Co -1.01480 -0.21357 0.24078 -0.06 -0.17 -0.14
F -4.24627 1.70826 3.93682 0.00 0.00 0.02
C -4.00087 1.47087 2.64415 0.00 -0.01 0.10
C -2.82185 0.83280 2.29514 0.07 -0.09 0.14
C -2.57840 0.58949 0.95817 0.53 0.00 -0.31
C -3.49259 0.98202 -0.02892 -0.12 0.02 -0.20
C -4.64909 1.62330 0.38781 -0.22 0.08 -0.03
F -5.55915 2.03209 -0.51418 0.03 -0.02 -0.03
C -4.93062 1.87829 1.71334 -0.11 0.06 0.01
C -3.11330 0.69217 -1.42235 0.03 -0.04 0.16
C -3.83812 0.97300 -2.57517 -0.06 0.04 -0.10
C -3.30391 0.63649 -3.80744 -0.09 0.04 -0.07
C -2.05920 0.02715 -3.88700 -0.04 0.02 -0.07
C -1.39676 -0.23013 -2.70826 -0.03 0.00 0.22
N -1.91009 0.08759 -1.51254 0.13 -0.06 -0.05
H -2.12886 0.55091 3.08234 -0.03 0.05 -0.06
H -5.84412 2.38079 2.00155 0.05 -0.03 -0.01
H -4.80360 1.45004 -2.50841 0.06 -0.02 0.01
H -3.86402 0.85377 -4.70960 0.04 -0.01 0.06
H -1.61142 -0.24397 -4.83445 -0.05 0.03 0.07
H -0.41982 -0.70032 -2.70369 0.01 0.01 0.02
C 1.00064 -3.78694 1.06293 -0.03 -0.04 0.09
C 0.37273 -3.32003 2.40224 0.04 -0.04 -0.06
C -0.96509 -2.72840 1.99434 0.18 0.02 -0.36
O -0.71765 -2.22340 0.64826 -0.08 -0.14 0.27
C 0.05641 -3.25717 -0.01627 -0.12 0.25 0.27
H 1.07745 -4.87019 0.99940 0.02 -0.01 0.03
H 2.00128 -3.37850 0.94515 0.06 0.01 -0.01
H 0.99189 -2.55585 2.87179 0.00 -0.02 0.00
H 0.24847 -4.13284 3.11413 0.02 -0.01 -0.01
H -1.31813 -1.90570 2.61162 0.03 0.06 -0.04
H -1.74903 -3.48152 1.92555 -0.07 -0.06 0.00
H 0.54870 -2.80660 -0.87397 0.03 0.05 -0.02
H -0.63750 -4.01849 -0.36331 -0.09 -0.10 -0.05
Te 0.67182 1.76847 0.06703 -0.35 0.38 0.13
C 1.75652 1.05454 -1.58190 0.09 -0.09 -0.04
C 1.92869 1.89231 -2.67876 0.05 -0.17 -0.09
C 2.64358 1.43393 -3.78260 -0.04 -0.01 0.03
C 3.18446 0.15463 -3.78219 -0.01 0.01 0.03
C 3.01289 -0.67757 -2.67992 -0.04 0.03 0.04
C 2.29366 -0.23177 -1.57713 0.04 0.01 -0.15
C 2.20010 1.64332 1.49167 0.08 -0.08 0.01
C 2.65800 0.40966 1.94751 0.06 0.09 0.12
C 3.71122 0.36679 2.85122 -0.03 0.03 -0.02
C 4.29196 1.54781 3.30087 -0.02 0.00 -0.03
C 3.82203 2.77454 2.85128 -0.03 0.01 0.00
C 2.77261 2.82903 1.93980 0.11 -0.10 0.10
H 1.51378 2.89366 -2.68055 0.03 -0.05 0.02
H 2.78174 2.08363 -4.63957 0.00 -0.05 0.07
H 3.74844 -0.19412 -4.63969 -0.05 0.02 0.06
H 3.44331 -1.67236 -2.67673 -0.02 0.05 -0.01
H 2.16996 -0.88231 -0.71396 0.02 0.10 -0.10
H 2.19841 -0.51475 1.60773 0.02 0.10 0.03
H 4.07597 -0.58830 3.20732 0.01 0.02 0.01
H 5.11363 1.51056 4.00568 -0.05 0.00 -0.03
H 4.27172 3.69467 3.20719 -0.03 -0.08 -0.03
H 2.41219 3.78825 1.58577 0.02 -0.07 0.00
```
Positions in Å, forces in eV/Å.

Calculated values
- Net charge: +1
- ⟨S²⟩: 0.9650
- LUMO (spin up / spin down): -0.12386 / -0.10081 Eh
- Spin multiplicity: 2
- Maximum force: 0.613 eV/A
- Energy relative to the best compared isomer or geometry (same formula, charge and spin): 8.2 kcal/mol
- Energy: -3023.5190 hartree